C5H6O in the gas phase, computed with the ωB97M-V functional and the def2-TZVPD basis.

Geometry as XYZ:
```
12
Properties=species:S:1:pos:R:3:nbo_charge:R:1
O -1.12 2.19 -0.04 -0.5049
C -0.61 1.11 0.01 0.5996
C -1.01 -0.27 -0.53 -0.5256
C 0.16 -0.87 0.28 -0.3610
C 1.70 0.10 -0.11 -0.2356
C 0.60 0.56 0.74 -0.3924
H -2.01 -0.56 -0.17 0.2446
H -0.97 -0.43 -1.61 0.2369
H 0.00 -1.58 1.09 0.2586
H 1.44 0.31 -1.16 0.1435
H 1.02 -1.33 -0.30 0.2997
H 0.80 0.78 1.79 0.2366
```

Properties
multiplicity	1
LUMO	0.0301	Eh
orbital gap	9.56	eV
net charge	0
relative energy (zero: lowest compared OMol25 entry of this formula, charge and spin)	98.40	kcal/mol